Arrangement one

Computed, not measured: a 2-piece molecular cluster, C9H16N3O overall, with ωB97M-V/def2-TZVPD.

Bonds (Å) are listed after each position.
Positions of all 29 atoms, in Å:
1 C 0.40 4.07 -1.22  N4 1.446, H11 1.079, H12 1.151, H13 1.127
2 C -1.08 2.52 -0.24  N3 1.378, N4 1.306, N5 1.445
3 N -0.03 1.87 0.37  C2 1.378, H6 1.023, H7 1.149
4 N -0.89 3.74 -0.65  C1 1.446, C2 1.306, H8 1.034
5 N -2.46 2.13 -0.04  C2 1.445, H9 1.100, H10 1.025
6 H 0.77 2.33 0.81  N3 1.023
7 H -0.12 0.74 0.58  N3 1.149
8 H -1.56 4.46 -0.97  N4 1.034
9 H -3.10 2.16 -0.93  N5 1.100
10 H -2.73 1.20 0.29  N5 1.025
11 H 0.73 3.15 -1.68  C1 1.079
12 H 1.11 4.46 -0.40  C1 1.151
13 H 0.28 4.71 -2.13  C1 1.127
14 C 1.68 -3.79 -1.18  C20 1.485, H27 1.091, H28 1.043, H29 1.087
15 C -0.36 -1.20 1.44  C16 1.416, C17 1.402, O21 1.359
16 C 1.01 -0.91 1.23  C15 1.416, C18 1.434, H23 1.071
17 C -1.04 -2.33 0.96  C15 1.402, C19 1.428, H24 1.125
18 C 1.68 -1.65 0.20  C16 1.434, C20 1.385, H25 1.033
19 C -0.25 -3.16 0.10  C17 1.428, C20 1.409, H26 1.114
20 C 1.06 -2.79 -0.27  C14 1.485, C18 1.385, C19 1.409
21 O -1.04 -0.43 2.33  C15 1.359, H22 0.948
22 H -1.51 -0.87 3.02  O21 0.948
23 H 1.52 -0.31 1.96  C16 1.071
24 H -2.06 -2.68 1.26  C17 1.125
25 H 2.58 -1.29 -0.17  C18 1.033
26 H -0.42 -4.21 -0.23  C19 1.114
27 H 2.58 -4.25 -0.78  C14 1.091
28 H 2.09 -3.13 -1.87  C14 1.043
29 H 1.17 -4.54 -1.78  C14 1.087

Output
E_LUMO = -0.1112 Ha
HOMO energy = -11.6 eV
net charge = +1

Arrangement two

Computed, not measured: a 2-piece molecular cluster, C9H16N3O overall, with ωB97M-V/def2-TZVPD.

Bonds (Å) are listed after each position.
Positions of all 29 atoms, in Å:
1 C 2.29 -1.27 -1.23  N3 1.523, H11 1.070, H12 1.232, H13 1.039
2 C 2.03 1.15 -0.70  N3 1.406, N4 1.336, N5 1.314
3 N 1.78 -0.17 -0.30  C1 1.523, C2 1.406, H6 1.091
4 N 3.18 1.63 -1.18  C2 1.336, H7 1.066, H8 1.116
5 N 0.93 1.87 -0.63  C2 1.314, H9 1.042, H10 1.104
6 H 0.90 -0.46 0.28  N3 1.091
7 H 4.18 1.26 -1.11  N4 1.066
8 H 3.16 2.69 -1.53  N4 1.116
9 H -0.03 1.54 -0.40  N5 1.042
10 H 0.96 2.96 -0.47  N5 1.104
11 H 2.77 -0.72 -2.01  C1 1.070
12 H 1.35 -1.67 -1.91  C1 1.232
13 H 2.67 -2.07 -0.69  C1 1.039
14 C -0.61 0.63 2.75  C16 1.538, H24 1.238, H25 1.135, H29 0.968
15 C -2.17 0.71 0.61  C16 1.396, C17 1.409, H22 1.126
16 C -1.46 0.05 1.62  C14 1.538, C15 1.396, C19 1.498
17 C -2.32 0.14 -0.67  C15 1.409, C18 1.353, H23 1.041
18 C -2.18 -1.20 -0.76  C17 1.353, C20 1.430, O21 1.391
19 C -1.55 -1.45 1.55  C16 1.498, C20 1.329, H26 1.065
20 C -2.00 -1.99 0.42  C18 1.430, C19 1.329, H28 1.073
21 O -1.79 -1.81 -1.95  C18 1.391, H27 0.939
22 H -2.60 1.74 0.72  C15 1.126
23 H -2.78 0.58 -1.49  C17 1.041
24 H -0.84 -0.01 3.79  C14 1.238
25 H -0.94 1.71 2.86  C14 1.135
26 H -1.44 -2.15 2.35  C19 1.065
27 H -1.68 -1.12 -2.58  O21 0.939
28 H -2.11 -3.01 0.12  C20 1.073
29 H 0.31 0.41 2.55  C14 0.968

Output
E_LUMO = -0.1104 Ha
HOMO energy = -11.3 eV
net charge = +1

It is arrangement two that is the least stable of them.